[1]
ORCA calculation (ωB97M-V/def2-TZVPD) on C21H16ClN2O12P2Tc as an isolated structure in a non-equilibrium geometry.

- spin multiplicity = 2
- LUMO (alpha / beta) (eV) = 1.320 / 1.364
- DFT total energy (a.u.) = -3046.39764
- ⟨S²⟩ = 0.7614
- HOMO level (alpha / beta) (eV) = -5.563 / -5.468
- total charge = -1

XYZ file:
```
55
C21H16ClN2O12P2Tc, DFT ωB97M-V/def2-TZVPD
Tc 0.44090 0.10317 0.10464
Cl 5.73954 -4.86619 1.00729
P 0.49925 -0.44769 3.25874
P -0.38098 2.15173 2.45984
O -0.10614 1.87701 0.96974
O 1.78114 -1.10251 3.54234
O 0.60914 1.15795 3.29496
O -0.58077 -0.78504 4.37704
O 2.25100 0.37728 1.04639
O -0.17429 -0.72903 1.87639
O 1.54598 0.77178 -1.34546
O -0.28469 3.51118 2.98011
O 1.04780 -1.69109 -0.49961
O -1.38818 -0.62591 -0.34996
O -2.97944 -2.42634 0.68683
O -1.83820 1.51160 2.76547
N -2.26277 1.17676 -1.44551
N -0.90739 1.47821 -1.42887
C -3.75068 -0.55585 -0.66190
C 3.40962 -4.37581 -0.32725
C 3.17944 2.36821 -1.91006
C -3.95973 -1.72947 0.08126
C -5.25562 -2.23176 0.22544
C 1.84008 2.00844 -1.75207
C -4.85403 0.07987 -1.23782
C 2.32150 -3.62466 -0.67883
C -0.56542 2.56592 -1.98444
C -2.40768 0.04656 -0.83588
C 2.12412 -2.32740 -0.15023
C 3.51904 3.62489 -2.37526
C -6.13255 -0.41892 -1.09634
C 4.36806 -3.87461 0.56883
C 0.84021 2.93353 -2.07890
C 4.21950 -2.62535 1.08896
C 3.11091 -1.83017 0.73102
C -6.32577 -1.58465 -0.35615
C 2.52947 4.55298 -2.69765
C 3.07385 -0.51805 1.29155
C 1.20367 4.19403 -2.55153
H -6.97130 0.09199 -1.55042
H 0.41544 4.89637 -2.80134
H -4.66858 0.98646 -1.79896
H 2.79397 5.53866 -3.05645
H 4.56395 3.88870 -2.48530
H -7.32306 -1.98960 -0.23182
H -2.12423 -1.99226 0.46810
H -2.01045 0.78285 2.15226
H -5.38558 -3.13610 0.80552
H -1.32237 3.22825 -2.40165
H 3.88781 -0.24505 1.96662
H -1.34516 -0.19575 4.30022
H 4.94723 -2.23300 1.78841
H 3.93341 1.63383 -1.65598
H 1.57123 -4.00513 -1.35838
H 3.53778 -5.37088 -0.73395
```

***

[2]
ORCA calculation (ωB97M-V/def2-TZVPD) on an isolated molecule of CH4N2O2 in a non-equilibrium geometry.

- SMILES = N[N@@H+]([O-])C=O
- spin multiplicity = 1
- LUMO (eV) = 0.692
- DFT total energy (a.u.) = -300.35349
- HOMO level (eV) = -9.726

XYZ file:
```
9
CH4N2O2, DFT ωB97M-V/def2-TZVPD
O 1.20780 0.75167 0.35755
O -0.11443 -1.33751 1.29653
N -1.05508 0.88189 -0.33661
N 0.30984 0.19063 -0.44039
C 0.48400 -1.05452 0.30466
H 1.26214 -1.64702 -0.19439
H -0.92838 1.69525 0.27093
H 0.56672 0.20384 -1.43972
H -1.73261 0.31577 0.18144
```

***

[3]
ORCA calculation (ωB97M-V/def2-TZVPD) on an isolated molecule of CH4N2O3 in a non-equilibrium geometry.

- SMILES = O=C(NO)NO
- spin multiplicity = 1
- LUMO (eV) = 0.269
- DFT total energy (a.u.) = -375.51361
- HOMO level (eV) = -9.937

XYZ file:
```
10
CH4N2O3, DFT ωB97M-V/def2-TZVPD
O 2.19816 -0.38039 -0.16821
O -1.19316 -0.99841 0.37000
O -0.63463 1.21113 -0.61286
N -0.01041 -1.12298 -0.45290
N 0.43021 1.03813 0.45599
C 0.93497 -0.23628 0.05241
H 1.04877 2.01960 0.71744
H -1.47634 0.77658 0.01338
H 0.30096 -2.01028 -0.09687
H -1.59852 -0.29712 -0.27839
```

***

[4]
ORCA calculation (ωB97M-V/def2-TZVPD) on a 3-piece molecular cluster, C3H8O3S2 overall in a non-equilibrium geometry.

- SMILES = O=C(O)O.CC=S.S
- spin multiplicity = 1
- LUMO (eV) = -0.585
- DFT total energy (a.u.) = -1141.16784
- HOMO level (eV) = -9.339

XYZ file:
```
16
C3H8O3S2, DFT ωB97M-V/def2-TZVPD
S -0.48061 2.00976 1.85455
S 1.14283 -2.23546 -0.51527
O -0.78952 2.14513 -3.24361
O 0.11302 0.29544 -2.49897
O -1.67313 1.15414 -1.50567
C 0.94656 -1.97988 2.11987
C 0.49640 -1.46952 0.78777
C -0.83492 1.16729 -2.36870
H 0.13669 2.11710 -3.58160
H 1.23432 -1.05567 2.65715
H 0.36406 -0.33253 -1.85267
H 0.08093 -2.23407 2.76742
H -1.64578 2.33624 1.86405
H -0.22589 -0.67360 0.74058
H -0.55347 1.55577 0.67150
H 1.68852 -2.80014 2.10361
```

***

[5]
ORCA calculation (ωB97M-V/def2-TZVPD) on an isolated molecule of H5P3 in a non-equilibrium geometry.

- SMILES = P[PH]#[PH2]
- spin multiplicity = 1
- LUMO (eV) = 0.628
- DFT total energy (a.u.) = -1026.97643
- HOMO level (eV) = -9.109

XYZ file:
```
8
H5P3, DFT ωB97M-V/def2-TZVPD
P 0.37034 -1.03556 -0.95236
P -1.06736 -0.07333 0.45953
P 0.10911 1.73493 0.69233
H -2.18483 0.67709 -0.55260
H 1.10781 1.17312 1.53224
H 1.14444 1.52719 -0.29781
H 0.93208 -1.76440 0.06778
H -0.41159 -2.23902 -0.94911
```

***

[6]
ORCA calculation (ωB97M-V/def2-TZVPD) on an isolated molecule of C2H4N2O.

- SMILES = [H]/N=C/NC=O
- spin multiplicity = 1
- LUMO (eV) = 0.847
- DFT total energy (a.u.) = -263.33223
- HOMO level (eV) = -10.271

XYZ file:
```
9
C2H4N2O, DFT ωB97M-V/def2-TZVPD
O -1.02350 0.82558 -1.80595
N -0.73684 -1.03557 1.12829
N 0.22719 0.82914 0.13365
C 0.32283 -0.45878 0.75141
C 0.05234 0.74030 -1.27576
H 0.98302 0.63207 -1.85175
H -0.62958 1.24993 0.48377
H 1.33706 -0.84931 0.87175
H -0.53253 -1.93336 1.56458
```